(1)
Molecular formula: C4H12N2O
Method: DFT, wB97M-V/def2-TZVPD

Structure (ORCA input):
```
! wB97M-V def2-TZVPD RIJCOSX def2/J DEFGRID3
* xyz 0 1
O -0.185 -1.577 0.821
N 3.059 0.129 0.510
N -1.248 -1.282 1.375
C -3.116 -0.706 -0.120
C 1.939 0.942 0.053
C 1.571 0.584 -1.376
C -1.953 -0.164 0.685
H 2.205 2.002 0.115
H -1.250 0.371 0.039
H 1.348 -0.483 -1.479
H 3.211 0.300 1.503
H 0.683 1.142 -1.689
H -3.811 -1.268 0.513
H -3.667 0.113 -0.591
H 1.081 0.782 0.712
H -2.297 0.520 1.466
H 2.807 -0.858 0.438
H -2.765 -1.379 -0.910
H 2.385 0.831 -2.065
*
```

As for the SMILES: CCN=O.CCN. Its HOMO energy is -9.1 eV. The calculation puts the energy relative to the best compared isomer or geometry (same formula, charge and spin) at 334.4 kJ/mol. Its largest force on an atom is 2.7 eV Å⁻¹. The value obtained for the gap between HOMO and LUMO is 8.860 eV.



(2)
Molecular formula: C4H21N2O4
Method: DFT, wB97M-V/def2-TZVPD

Structure (ORCA input):
```
! wB97M-V def2-TZVPD RIJCOSX def2/J DEFGRID3
* xyz 1 1
O -1.726 1.347 -3.380
O 1.531 0.495 -3.079
O -1.192 -2.512 -2.466
O -1.030 3.235 1.393
N -0.507 0.185 -1.175
N 0.310 -1.015 2.114
C 0.800 -0.327 0.937
C 0.962 -2.307 2.386
C 0.409 -0.137 3.274
C -0.343 0.474 0.278
H 1.678 0.285 1.077
H 1.926 -2.190 2.907
H 1.377 0.362 3.388
H -1.622 3.927 1.094
H 0.333 -0.201 -1.621
H -1.081 1.660 -4.029
H 1.144 -1.064 0.218
H -1.255 0.346 0.841
H -0.728 0.945 -1.848
H 0.310 -2.860 3.057
H -1.180 -3.374 -2.044
H 1.202 -2.802 1.453
H 2.033 0.180 -3.848
H -0.189 3.544 1.729
H -1.217 -0.544 -1.266
H 0.090 -0.667 4.170
H -2.108 2.163 -3.031
H 2.210 1.120 -2.774
H -0.037 1.509 0.337
H -0.314 0.675 3.120
H -1.786 -2.449 -3.212
*
```

Its HOMO energy is -11.6 eV. The calculation puts the energy relative to the best compared isomer or geometry (same formula, charge and spin) at 161.2 kJ/mol. Its largest force on an atom is 2.2 eV Å⁻¹. The value obtained for the gap between HOMO and LUMO is 8.765 eV.



(3)
Molecular formula: C36H34F7N5O5PSSr
Method: DFT, wB97M-V/def2-TZVPD

Structure (ORCA input):
```
! wB97M-V def2-TZVPD RIJCOSX def2/J DEFGRID3
* xyz 0 2
Sr -0.738 1.900 0.616
S 0.591 2.959 3.177
P 0.472 3.371 -2.185
F 1.683 4.378 -2.419
F 0.392 2.966 -3.722
F 1.496 2.154 -1.880
F 0.501 3.711 -0.557
F 2.332 -2.327 -3.562
F -0.608 4.535 -2.376
F -0.777 2.318 -1.843
O -3.212 0.788 0.908
O 0.881 1.724 2.436
O -2.577 -1.864 3.272
O 0.436 2.779 4.600
O -0.657 -0.341 -0.055
N -0.680 3.530 2.462
N -2.520 3.834 0.518
N 3.038 -7.210 -4.387
N 2.069 -5.182 -3.324
N -1.135 -4.400 0.238
C 0.754 -1.975 -1.856
C 2.480 4.743 4.025
C 2.643 4.068 1.712
C -2.054 4.950 1.146
C 3.589 5.559 3.865
C 2.380 -4.896 -4.756
C 0.393 -4.745 -1.607
C -0.136 -2.494 -0.866
C -2.386 -6.367 -0.605
C 3.748 4.891 1.556
C -2.965 1.218 3.339
C 3.809 -6.931 -3.179
C -2.342 -1.312 1.983
C -3.494 -0.475 1.494
C -3.981 5.194 -0.797
C 1.441 -2.828 -2.669
C -1.669 -2.202 0.998
C -2.521 6.244 0.801
C 1.263 -4.202 -2.600
C 4.219 5.636 2.629
C -1.603 -0.818 3.156
C -1.361 -5.827 0.388
C -1.060 4.805 2.177
C -0.296 -3.904 -0.747
C 3.145 -6.108 -5.335
C -1.045 7.231 2.410
C -1.791 -3.539 1.082
C 2.012 4.010 2.944
C -3.443 3.959 -0.405
C -0.813 -1.597 0.001
C -0.594 5.959 2.788
C -1.933 0.499 3.762
C 3.336 -5.574 -2.621
C -3.511 6.329 -0.201
C -3.821 0.760 2.214
C -1.993 7.387 1.438
H -2.502 -7.444 -0.484
H -1.276 0.876 4.535
H 4.048 -4.769 -2.797
H -2.396 -4.001 1.851
H -2.349 8.367 1.148
H 1.433 -4.721 -5.261
H 1.511 -6.041 -3.360
H -1.707 -5.997 1.407
H -4.734 5.230 -1.572
H 4.238 4.947 0.593
H 4.189 -5.833 -5.533
H 0.128 5.873 3.587
H 2.281 3.483 0.879
H -0.633 8.098 2.911
H 1.983 4.649 4.981
H -4.281 -1.026 0.985
H 0.880 -0.905 -1.940
H 3.120 -5.614 -1.556
H 4.889 -6.891 -3.364
H 2.697 -6.406 -6.280
H -3.768 3.040 -0.882
H -2.081 -6.161 -1.631
H 5.084 6.275 2.504
H 2.965 -3.985 -4.797
H -3.184 2.184 3.774
H -4.847 1.108 2.207
H 3.299 -8.093 -4.800
H 3.621 -7.725 -2.457
H -3.883 7.305 -0.488
H 0.262 -5.819 -1.577
H -0.580 -1.160 3.272
H 3.965 6.130 4.704
H -0.408 -6.351 0.293
H -3.353 -5.893 -0.437
*
```

Its HOMO energy (spin up / spin down) is -5.2 / -7.1 eV. The calculation puts the energy relative to the best compared isomer or geometry (same formula, charge and spin) at 149.3 kJ/mol. Its largest force on an atom is 1.0 eV Å⁻¹. The value obtained for the gap between HOMO and LUMO (spin up / spin down) is 4.992 / 6.869 eV.



(4)
Molecular formula: C44H98BBrI2O16PS9
Method: DFT, wB97M-V/def2-TZVPD

Structure (ORCA input):
```
! wB97M-V def2-TZVPD RIJCOSX def2/J DEFGRID3
* xyz -1 1
I -0.828 0.346 -2.650
I -4.196 2.924 0.000
Br -3.249 2.003 4.852
S -1.585 -1.701 -8.507
S -1.561 6.659 -3.458
S 6.817 3.089 1.906
S -5.641 3.493 -6.126
S 5.967 -2.215 2.863
S 6.275 -0.031 7.734
S -1.529 -7.336 -1.689
S 5.151 -6.664 6.431
S -4.155 1.728 -9.721
P -3.577 -0.156 4.227
O -6.091 -0.895 -0.094
O -5.590 2.108 -9.586
O -2.911 1.009 1.650
O 5.287 -6.462 4.963
O -2.641 -1.031 -9.317
O 5.820 3.874 1.135
O -0.903 -2.497 4.998
O -4.624 3.397 -5.041
O -5.135 -0.464 4.733
O -0.715 5.854 -2.544
O -5.592 -2.781 -1.216
O -1.151 -1.858 7.171
O -3.709 -1.161 1.478
O -1.486 -7.104 -0.226
O 7.011 -1.238 3.304
O 5.093 -0.773 7.213
C 2.725 3.825 1.810
C 6.315 1.375 1.780
C -1.917 -2.098 0.323
C 4.400 -1.652 3.525
C 0.387 6.569 1.935
C -4.063 0.566 -11.083
C -0.814 0.486 0.826
C 1.502 3.146 2.419
C -2.316 0.499 0.466
C 6.165 1.647 7.106
C -1.192 -9.084 -1.955
C -5.987 1.823 -6.662
C -1.888 -4.388 1.532
C -2.549 -3.501 0.465
C -2.704 1.549 -0.596
C -2.955 -0.946 0.309
C 4.143 -8.131 6.664
C -7.229 3.769 -5.334
C -5.264 -1.559 -0.675
C 1.221 5.049 0.031
C -2.015 -3.441 -8.429
C -1.882 -3.521 5.184
C -2.631 -4.477 2.882
C -0.486 7.883 -4.224
C -1.076 6.099 1.858
C -2.250 1.704 -1.845
C -3.837 -1.169 -0.957
C 0.030 -6.740 -2.355
C 1.105 6.477 0.579
C 1.119 1.822 1.716
C 7.679 -0.513 6.725
C -2.642 2.773 -2.826
C -1.691 -4.598 4.104
C -0.158 -1.902 -9.579
C -1.826 5.683 -4.943
C 3.927 -5.487 7.016
C -0.646 -1.739 6.073
C 1.633 -0.782 6.324
C 0.340 -0.616 5.896
C 8.287 2.922 0.883
C 2.551 4.373 0.381
C -3.342 3.076 -10.592
C 6.111 -3.644 3.927
C -0.198 1.876 0.920
B -3.840 0.067 2.275
H 0.956 6.007 2.677
H 2.031 -0.187 7.141
H -5.100 1.434 -7.150
H -2.035 -9.647 -1.560
H -1.692 6.724 2.502
H -6.237 1.205 -5.798
H -1.201 5.067 2.185
H 8.004 2.547 -0.101
H -1.040 8.420 -4.994
H -0.463 -2.384 -10.508
H -0.037 0.268 5.387
H 0.597 -2.498 -9.067
H 0.043 -5.658 -2.242
H 0.096 -7.001 -3.412
H -3.529 2.515 -3.387
H 7.897 -1.560 6.926
H 4.344 -4.487 6.914
H -0.238 -0.147 0.151
H -1.808 2.873 -3.522
H -0.168 8.577 -3.449
H 0.087 2.162 -0.096
H 3.224 -8.037 6.085
H -7.387 3.016 -4.562
H -3.363 -3.680 3.013
H -2.360 -4.026 -0.478
H 0.857 -7.180 -1.798
H -1.389 -2.048 -0.635
H -1.433 6.161 0.830
H -1.203 -1.964 1.131
H 1.176 5.103 -1.056
H 3.032 4.655 2.454
H -2.920 -3.531 -7.832
H 8.545 0.094 6.992
H -2.449 4.829 -4.681
H -0.281 -9.365 -1.427
H 6.173 1.125 0.728
H -1.091 -9.276 -3.023
H 1.943 1.515 1.065
H 0.241 -0.912 -9.790
H 4.504 -1.477 4.598
H 3.916 -8.250 7.724
H -3.335 3.941 -9.932
H 2.108 6.897 0.698
H -3.627 -3.461 0.596
H -6.809 1.832 -7.374
H -4.560 -0.348 -10.776
H 3.560 3.126 1.801
H -0.864 5.339 -5.326
H -0.648 -4.535 3.790
H 1.047 1.037 2.475
H -3.894 3.309 -11.502
H 0.384 7.385 -4.653
H -1.795 -3.980 6.167
H 3.708 -5.685 8.065
H -0.882 2.594 1.367
H -1.854 -5.397 1.120
H -3.023 0.353 -11.309
H -2.887 -3.106 5.103
H -0.851 -4.094 1.710
H 5.312 2.126 7.581
H 6.086 -3.324 4.970
H -8.017 3.721 -6.085
H -6.553 -2.772 -1.298
H 5.373 1.261 2.313
H 7.435 -0.388 5.668
H -3.201 -5.409 2.865
H 3.322 5.138 0.255
H -7.211 4.760 -4.883
H -3.418 -1.968 -1.567
H 5.294 -4.334 3.725
H 7.078 2.187 7.358
H 4.130 -0.725 3.024
H -0.762 0.007 1.805
H 4.715 -8.988 6.314
H -5.006 0.497 2.193
H 7.065 0.727 2.229
H -1.205 -3.991 -7.950
H -4.569 1.000 -11.947
H 1.735 2.921 3.463
H 2.264 -1.549 5.888
H 0.396 7.619 2.241
H -2.319 2.785 -10.828
H -2.728 3.739 -2.336
H 8.739 3.908 0.785
H 3.022 -5.572 6.414
H 7.057 -4.136 3.717
H 6.021 1.623 6.025
H 0.356 4.466 0.344
H -2.340 6.293 -5.687
H 8.988 2.242 1.366
H 2.802 3.597 -0.346
H -2.195 -3.819 -9.435
H 0.628 3.795 2.420
H 3.637 -2.406 3.328
H -1.830 -5.556 4.605
H -5.616 0.361 4.852
H 0.556 7.129 -0.105
H -3.912 -0.292 -1.602
*
```

Its HOMO energy is -3.5 eV. Its largest force on an atom is 1.9 eV Å⁻¹. The value obtained for the gap between HOMO and LUMO is 4.838 eV.



(5)
Molecular formula: ClFH2Si
Method: DFT, wB97M-V/def2-TZVPD

Structure (ORCA input):
```
! wB97M-V def2-TZVPD RIJCOSX def2/J DEFGRID3
* xyz 0 1
Cl -1.403 1.604 0.365
Si -0.372 0.123 -0.353
F 1.709 -0.877 1.125
H 0.888 0.317 -1.102
H -0.823 -1.168 -0.035
*
```

Its HOMO energy is -9.7 eV. The calculation puts the energy relative to the best compared isomer or geometry (same formula, charge and spin) at 476.5 kJ/mol. Its largest force on an atom is 4.7 eV Å⁻¹. The value obtained for the gap between HOMO and LUMO is 7.797 eV.



(6)
Molecular formula: C30H48N6O4P
Method: DFT, wB97M-V/def2-TZVPD

Structure (ORCA input):
```
! wB97M-V def2-TZVPD RIJCOSX def2/J DEFGRID3
* xyz 1 1
P -0.825 -1.031 1.042
O -2.095 -2.020 1.488
O -1.356 0.052 0.132
O -0.220 -0.393 2.442
O -0.816 0.069 -2.740
N 0.294 5.826 6.093
N 3.854 7.339 6.537
N -0.957 -2.633 -3.426
N 4.278 -2.043 0.039
N -7.224 -0.070 -4.651
N 1.067 -5.033 -5.566
C 2.221 -4.864 -6.285
C -1.161 -1.664 -4.535
C 3.913 -2.409 1.309
C 5.093 7.014 7.020
C 0.163 5.714 4.735
C -3.304 -1.720 0.773
C 0.370 -0.686 -2.533
C 5.803 -3.486 0.746
C -1.413 -0.209 -4.006
C 5.558 8.084 7.740
C -5.528 -1.090 -3.665
C -7.012 -1.229 -5.345
C -0.303 -2.784 -1.059
C -0.829 4.801 4.482
C 4.560 9.091 7.695
C 0.694 1.521 3.564
C -0.016 -4.854 -6.393
C 5.433 -2.692 -0.309
C -0.607 5.002 6.710
C -6.329 0.023 -3.624
C 0.133 -2.225 -2.457
C 0.644 0.732 2.204
C -1.317 4.350 5.735
C -4.276 -2.945 1.016
C 1.872 -4.582 -7.581
C 4.840 -3.306 1.771
C -5.962 -1.885 -4.758
C 0.455 -4.576 -7.649
C 3.519 8.603 6.948
C 0.418 -2.133 0.175
H 3.781 -1.398 -0.545
H -6.337 0.867 -2.955
H -1.167 4.493 3.506
H 5.535 6.054 6.809
H -2.101 3.629 5.903
H -4.720 -1.311 -2.983
H -1.853 -2.697 -2.927
H 3.029 -2.000 1.772
H 3.186 -4.962 -5.815
H -0.150 -4.390 -8.522
H 0.681 -2.944 0.888
H 2.575 9.044 6.673
H 1.024 -5.256 -4.589
H -5.166 -2.644 1.599
H 0.784 6.291 4.069
H 1.034 -2.786 -2.787
H 1.310 2.432 3.502
H 5.889 -2.534 -1.273
H 4.829 -3.780 2.739
H -0.288 -1.738 -5.216
H 6.671 -4.124 0.778
H -0.357 1.813 3.777
H -1.394 -2.750 -0.872
H -7.931 0.611 -4.864
H -3.706 -3.705 1.592
H -0.664 4.950 7.784
H -1.119 0.577 -4.728
H -0.798 -3.574 -3.795
H 0.949 6.423 6.565
H -4.549 -3.440 0.062
H -2.066 -1.948 -5.112
H -5.552 -2.830 -5.077
H -3.801 -0.790 1.094
H 1.348 -1.592 -0.066
H -2.514 -0.126 -3.867
H 0.925 -0.270 -1.680
H 0.985 0.820 4.366
H 0.269 1.442 1.447
H 2.559 -4.401 -8.391
H 1.680 0.391 1.978
H -3.169 -1.654 -0.327
H 1.008 -0.506 -3.436
H 4.600 10.063 8.158
H -0.020 -3.862 -1.046
H -7.625 -1.486 -6.194
H -1.024 -4.943 -6.016
H 3.280 6.744 5.969
H 6.509 8.137 8.245
*
```

Its HOMO energy is -9.5 eV. Its largest force on an atom is 2.8 eV Å⁻¹. The value obtained for the gap between HOMO and LUMO is 6.370 eV.



(7)
Molecular formula: C23H26N5OPtS2
Method: DFT, wB97M-V/def2-TZVPD

Structure (ORCA input):
```
! wB97M-V def2-TZVPD RIJCOSX def2/J DEFGRID3
* xyz 1 1
Pt -1.068 -0.024 0.132
S 0.979 -0.451 2.422
S -1.287 -1.864 -1.195
O 1.280 -0.316 -1.355
N 1.407 -1.593 -1.534
N -1.062 1.724 1.201
N 1.196 1.621 3.948
N -0.440 1.905 2.413
N -1.733 1.423 -1.287
C -1.699 2.737 0.709
C -2.899 3.402 -2.806
C 0.506 1.098 2.925
C -2.675 3.604 -1.449
C 0.557 -3.802 -1.684
C 0.342 -2.439 -1.468
C -1.937 1.232 -2.582
C -2.914 -1.666 2.083
C 2.879 -3.411 -2.016
C -0.517 -6.066 3.174
C -1.175 -3.361 2.798
C -1.936 4.008 1.461
C -2.086 2.591 -0.713
C 1.809 -4.299 -1.965
C 0.432 -5.078 3.397
C -1.501 -1.871 2.636
C -0.450 -1.246 1.635
C 2.649 -2.079 -1.794
C -2.115 -4.362 2.585
C -2.522 2.205 -3.381
C -1.480 -1.241 4.038
C 0.102 -3.746 3.212
C -1.790 -5.701 2.769
H -2.250 3.806 2.487
H -3.653 -2.043 2.793
H -3.054 -2.170 1.127
H 0.861 -2.996 3.407
H -1.627 0.268 -2.967
H -1.043 4.639 1.477
H 1.430 -5.345 3.719
H 3.885 -3.742 -2.224
H -2.675 2.013 -4.433
H 0.076 -2.084 1.170
H -1.761 -0.183 4.004
H -2.212 -1.752 4.664
H 3.406 -1.312 -1.818
H -3.358 4.180 -3.400
H -2.949 4.544 -0.995
H -2.733 4.584 1.004
H -0.265 -7.108 3.315
H -0.512 -1.337 4.529
H -2.540 -6.460 2.590
H -3.105 -0.604 1.927
H 1.955 -5.357 -2.132
H -3.116 -4.116 2.261
H -0.302 -4.455 -1.618
H 1.296 2.618 4.061
H -0.580 2.799 2.863
H 1.883 1.039 4.402
*
```

Its HOMO energy is -9.8 eV. The calculation puts the energy relative to the best compared isomer or geometry (same formula, charge and spin) at 0.0 kJ/mol. Its largest force on an atom is 0.5 eV Å⁻¹. The value obtained for the gap between HOMO and LUMO is 5.840 eV.